Record 1
Below is C7H6As3BrF26O7Pt as an isolated structure in a non-equilibrium geometry, with properties calculated with wB97M-V/def2-TZVPD.

The geometry in XYZ format:
```
51
Properties=species:S:1:pos:R:3
Pt -1.6175 0.2486 0.2398
As -4.2060 -1.9954 2.3512
F -4.0882 -0.6803 3.4688
F -5.4124 -1.1677 1.3937
F -4.3903 -3.3065 1.1856
F -2.9631 -2.8332 3.2180
F -5.4555 -2.7232 3.3666
F -2.9433 -1.2463 1.2797
As -0.4893 -3.2194 -0.9551
F -0.5443 -1.4664 -0.5687
F -2.2420 -3.3005 -0.9913
F -0.4192 -4.9357 -1.3457
F 1.2922 -3.1271 -1.0689
F -0.4482 -3.6293 0.7308
F -0.5434 -2.7542 -2.6273
As 0.6222 -0.1847 3.6325
F -0.1759 -0.0013 2.0485
F 0.3797 -1.9326 3.6041
F 1.4230 -0.3460 5.2023
F 0.7477 1.5647 3.7584
F -0.9407 -0.1166 4.4633
F 2.1792 -0.3259 2.8588
O 0.0190 4.3238 -0.3842
C -0.9768 3.4168 -0.6247
O -2.0566 3.8384 -1.0595
O -0.7096 2.1908 -0.4260
H -0.4241 5.1390 -0.6559
O -3.7011 2.6946 3.3939
C -3.5291 2.2689 2.1062
O -4.2890 2.8049 1.2632
O -2.6118 1.4504 1.8519
H -4.4056 3.3421 3.3029
Br -3.5305 0.3911 -1.5493
C 2.7190 -0.5135 -2.7181
C 4.0129 -0.7627 -3.4760
C 4.0708 -0.1188 -4.8431
F 3.1464 -0.6694 -5.7117
F 3.8171 1.2063 -4.8284
F 5.1476 -0.3217 -2.8272
F 4.2096 -2.1001 -3.5936
O 2.7419 0.7571 -2.0882
C 2.4605 0.6875 -0.7296
C 2.5042 2.1171 -0.1646
F 2.3435 2.1117 1.1601
F 3.7386 2.6925 -0.4116
F 1.2158 0.2212 -0.6009
F 3.2043 -0.1979 -0.0330
H 2.4779 -1.3478 -2.0583
H 1.9561 -0.4606 -3.5004
H 4.9919 -0.3522 -5.3916
H 1.6925 2.6690 -0.6474
```

For the max |F|, the calculation gives 4.072 eV/A. The multiplicity is 3. The expectation value of S² is 2.004. Its net charge is -4. Its energy is -348155.8973 eV. Its LUMO energy (spin up / spin down) is 0.258 / 0.258 hartree. For the HOMO energy (spin up / spin down), the calculation gives 2.82 / 2.57 eV. The HOMO-LUMO gap (spin up / spin down) is 4.2 / 4.4 eV.

Results of the natural (NBO) charge analysis, in e, for atoms 1 through 5: 1.383 2.840 -0.611 -0.624 -0.633

***

Record 2
Below is C18H14Cl3N3O2PtSSi as an isolated structure, with properties calculated with wB97M-V/def2-TZVPD.

The geometry in XYZ format:
```
43
Properties=species:S:1:pos:R:3
Pt 0.0308 0.1258 -0.0666
N -1.4924 3.1934 2.2147
C -1.0459 4.0948 1.2653
C -1.1022 5.4824 1.2327
C -0.5701 6.0917 0.1159
C -0.0105 5.3361 -0.9242
C 0.0396 3.9587 -0.8833
C -0.4881 3.3265 0.2399
N -0.5999 1.9775 0.5858
C -1.2022 1.9560 1.7637
C -1.4948 0.7057 2.4371
C -2.0252 0.4376 3.6627
S -2.0674 -1.2565 3.8994
C -1.3953 -1.4985 2.3527
N -1.1549 -0.4004 1.7103
H -1.9431 3.4126 3.0846
H -1.5392 6.0516 2.0421
H -0.5846 7.1704 0.0383
H 0.3944 5.8488 -1.7861
H 0.4693 3.4037 -1.6990
H -2.3600 1.1218 4.4237
H -1.1595 -2.4729 1.9528
C 1.4460 -3.8159 -0.9244
C 1.4920 -2.4982 -0.1857
O 0.4246 -1.8214 -0.3710
C 2.6147 -2.1505 0.5976
C 3.8059 -2.9291 0.4309
C 4.9362 -2.7114 1.1485
C 4.9367 -1.6839 2.1342
C 3.8339 -0.9315 2.3608
C 2.6029 -1.1084 1.6177
O 1.6028 -0.4158 1.9143
H 0.4449 -3.9446 -1.3264
H 1.7048 -4.6542 -0.2786
H 2.1481 -3.8011 -1.7590
H 3.8188 -3.7043 -0.3227
H 5.8263 -3.2996 0.9749
H 5.8373 -1.5050 2.7105
H 3.8227 -0.1506 3.1104
Cl 2.7580 1.9480 -1.6476
Si 1.1556 0.6492 -1.9435
Cl 2.0337 -0.9469 -2.9415
Cl 0.0454 1.5464 -3.4670
```

For the max |F|, the calculation gives 0.222 eV/A. Its energy is -86991.3086 eV. Its LUMO energy is -0.022 hartree. For the HOMO energy, the calculation gives -7.14 eV. The HOMO-LUMO gap is 6.6 eV.

Results of the natural (NBO) charge analysis, in e, for atoms 1 through 5: 0.585 -0.498 0.091 -0.232 -0.193

***

Record 3
Below is C87H192As4F24N9 as an isolated structure in a non-equilibrium geometry, with properties calculated with wB97M-V/def2-TZVPD.

The geometry in XYZ format:
```
316
Properties=species:S:1:pos:R:3
C 18.1677 12.6408 13.4683
C 17.1102 13.2087 14.4557
C 17.7898 13.7101 15.7539
C 16.8656 13.8706 16.9737
N 17.7262 13.9874 18.2707
C 16.7875 14.3968 19.4153
C 17.7087 14.9635 20.4893
C 18.9386 15.5232 19.6702
C 18.7119 15.1523 18.1901
C 18.5351 12.7423 18.6894
H 18.3904 13.3911 12.7096
H 17.7021 11.7727 13.0017
H 19.1306 12.4027 13.9202
H 16.3640 12.4306 14.6159
H 16.5592 13.9810 13.9190
H 18.3604 14.6284 15.6148
H 18.6674 13.0805 15.9001
H 16.3069 12.9595 17.1876
H 16.2489 14.7601 16.8444
H 16.0137 13.6534 19.6070
H 16.1663 15.2409 19.1158
H 18.0282 14.2187 21.2182
H 17.1953 15.5950 21.2143
H 19.9068 15.1256 19.9743
H 18.9478 16.6012 19.8311
H 19.6116 14.8358 17.6624
H 18.1954 15.9999 17.7395
H 17.8400 11.9302 18.9027
H 18.9256 12.8890 19.6964
H 19.3180 12.5277 17.9621
C 17.1874 27.5070 11.9115
C 16.1104 26.4508 12.0830
C 15.7959 25.9464 13.5220
C 16.7345 24.7457 13.9415
N 16.2751 23.9883 15.2135
C 17.2272 22.7678 15.3901
C 16.4247 21.7485 16.2248
C 14.9605 22.2186 16.1465
C 14.9339 23.2726 15.0265
C 16.4013 24.9298 16.3788
H 17.7005 27.2867 10.9754
H 17.9248 27.3107 12.6898
H 16.9162 28.5578 11.8091
H 16.4924 25.5827 11.5460
H 15.2000 26.8445 11.6311
H 14.8167 25.4825 13.4034
H 15.8364 26.7213 14.2875
H 17.7783 25.0467 14.0304
H 16.6636 23.9759 13.1730
H 18.1688 23.1250 15.8072
H 17.4542 22.3912 14.3928
H 16.7932 21.6713 17.2477
H 16.5209 20.7179 15.8832
H 14.5770 22.7061 17.0428
H 14.2088 21.4799 15.8683
H 14.1422 24.0218 15.0238
H 14.8326 22.8956 14.0088
H 15.6017 25.6593 16.2504
H 17.3829 25.3989 16.4468
H 16.2323 24.2846 17.2409
C 12.8423 27.8165 27.8805
C 12.3391 26.8919 26.6738
C 12.8827 25.4688 26.8146
C 14.4263 25.3779 26.3869
N 14.9654 23.9160 26.4368
C 16.5485 23.8805 26.4464
C 16.9410 24.1983 25.0059
C 15.8347 23.5902 24.1515
C 14.7772 23.0986 25.1534
C 14.4702 22.9997 27.6115
H 12.8184 27.2748 28.8261
H 12.2278 28.7165 27.8991
H 13.8598 28.1569 27.6883
H 12.6499 27.3645 25.7421
H 11.2495 26.8704 26.6932
H 12.3381 24.8182 26.1303
H 12.9082 25.1231 27.8480
H 15.0356 25.9285 27.1036
H 14.5795 25.7363 25.3689
H 16.7423 22.8259 26.6422
H 16.9792 24.4833 27.2460
H 17.8889 23.6913 24.8253
H 16.9449 25.2582 24.7514
H 16.2008 22.7582 23.5499
H 15.3925 24.1587 23.3334
H 14.9504 22.0360 25.3241
H 13.7791 23.2431 24.7399
H 14.6021 23.5417 28.5479
H 14.9535 22.0252 27.6807
H 13.3922 22.8659 27.5205
C 26.1726 27.1945 20.7953
C 25.0098 27.6309 19.9987
C 23.7402 28.0593 20.7690
C 23.0851 26.9457 21.6015
N 21.7463 27.3438 22.3544
C 21.3301 26.1119 23.3355
C 20.6940 25.1341 22.3543
C 19.6914 26.0605 21.6414
C 20.4099 27.4288 21.4570
C 21.9312 28.6778 23.1144
H 26.5902 28.0797 21.2749
H 26.9395 26.9357 20.0653
H 25.8690 26.4335 21.5142
H 24.6115 26.7517 19.4923
H 25.2487 28.3850 19.2488
H 23.0603 28.3372 19.9637
H 24.0701 28.9297 21.3362
H 23.7797 26.4462 22.2768
H 22.6656 26.2015 20.9245
H 20.6491 26.4925 24.0967
H 22.2416 25.7055 23.7739
H 20.2143 24.2788 22.8301
H 21.5030 24.8445 21.6837
H 18.7313 26.2281 22.1295
H 19.4019 25.7905 20.6259
H 19.7953 28.2097 21.9049
H 20.8126 27.6801 20.4758
H 22.0546 29.5762 22.5097
H 22.8043 28.6390 23.7658
H 21.0373 28.7897 23.7279
C 22.1773 18.9843 26.0883
C 21.3702 17.8960 26.7241
C 20.2577 18.3177 27.7290
C 19.8589 17.0461 28.5376
N 18.7252 17.3111 29.6322
C 19.2535 18.2608 30.7332
C 18.5885 17.7522 32.0179
C 18.6543 16.3022 31.8835
C 18.3266 16.0005 30.3649
C 17.4480 17.8352 28.9674
H 21.6685 19.8252 25.6170
H 22.9125 18.4878 25.4549
H 22.8269 19.4426 26.8340
H 22.0743 17.1795 27.1471
H 20.8901 17.2782 25.9652
H 19.4512 18.8122 27.1876
H 20.7403 19.0446 28.3822
H 20.6687 16.6397 29.1437
H 19.4431 16.3186 27.8405
H 18.9694 19.2614 30.4074
H 20.3395 18.1854 30.7870
H 17.5434 18.0307 32.1532
H 19.1016 18.0686 32.9261
H 17.9544 15.9413 32.6373
H 19.6713 15.9822 32.1103
H 17.2475 15.8561 30.3113
H 18.6823 15.1176 29.8339
H 17.6485 18.8731 28.7015
H 16.6051 17.8089 29.6580
H 17.3471 17.1189 28.1521
C 20.0082 18.9723 17.7173
C 21.1243 19.2660 16.6275
C 21.9461 20.5382 16.8350
C 22.7584 20.6753 18.1809
N 23.2540 22.0995 18.5192
C 23.7780 22.9396 17.3845
C 24.8797 23.8742 17.9034
C 25.0640 23.4467 19.3859
C 24.4242 22.0683 19.4924
C 22.0331 22.9073 19.1299
H 19.2027 18.4428 17.2087
H 19.6881 19.9563 18.0600
H 20.3805 18.4023 18.5685
H 20.7816 19.2837 15.5929
H 21.7434 18.3698 16.5869
H 21.4089 21.4805 16.7275
H 22.6933 20.7251 16.0637
H 23.6863 20.1147 18.0679
H 22.2436 20.2806 19.0568
H 22.9531 23.4115 16.8506
H 24.3023 22.3360 16.6437
H 24.6329 24.9224 17.7345
H 25.7714 23.5847 17.3474
H 24.5365 24.1300 20.0514
H 26.0663 23.4344 19.8143
H 24.1212 21.7145 20.4779
H 25.0471 21.2410 19.1523
H 21.6501 22.2866 19.9400
H 21.2785 22.9246 18.3435
H 22.3435 23.9229 19.3756
C 23.0083 17.4385 20.6060
C 22.4021 17.9410 21.9080
C 20.9056 18.1732 21.8381
C 20.4190 19.0417 22.9976
N 18.8720 19.3106 23.0301
C 18.5432 20.3516 24.1525
C 17.1012 20.0445 24.5329
C 16.7696 18.5990 23.9768
C 18.0600 18.0335 23.3332
C 18.4115 19.9339 21.6149
C 19.2267 21.1352 21.1156
C 18.5829 21.9648 19.9500
H 22.3598 16.9985 19.8484
H 23.8809 16.8156 20.8028
H 23.4298 18.3308 20.1431
H 23.0086 18.7933 22.2140
H 22.6080 17.1714 22.6519
H 20.4017 17.2095 21.7645
H 20.7404 18.5820 20.8412
H 20.8661 20.0349 22.9580
H 20.7261 18.5172 23.9024
H 18.8034 21.3949 23.9738
H 19.2194 20.0410 24.9490
H 16.5054 20.7057 23.9037
H 17.0082 20.2310 25.6028
H 16.0991 18.6338 23.1181
H 16.3944 17.9427 24.7619
H 17.9266 17.4861 22.4001
H 18.6409 17.5919 24.1429
H 17.4265 20.3496 21.8273
H 18.3259 19.2138 20.8011
H 20.1842 20.7759 20.7385
H 19.4462 21.7381 21.9968
H 19.2349 22.7524 19.5724
H 17.6537 22.4077 20.3085
H 18.3819 21.2566 19.1462
C 25.5820 18.0653 24.2891
C 25.5435 16.8282 25.1866
C 25.0618 15.5733 24.3581
C 24.5246 14.4301 25.1772
N 24.0102 13.1188 24.4272
C 23.7844 11.8306 25.3166
C 24.3677 10.6002 24.5667
C 24.7490 11.0471 23.2282
C 25.1022 12.5813 23.4078
C 22.7428 13.4334 23.5967
C 21.5222 14.1856 24.2495
C 20.4280 14.5061 23.2121
H 26.0344 18.9713 24.6924
H 24.6017 18.4352 23.9884
H 26.1729 17.7368 23.4342
H 24.9115 16.9350 26.0682
H 26.4863 16.6139 25.6899
H 25.8943 15.2745 23.7211
H 24.3301 15.9297 23.6331
H 23.7467 14.6878 25.8959
H 25.2812 14.0536 25.8656
H 22.7641 11.7266 25.6859
H 24.4033 11.9989 26.1979
H 23.5769 9.8587 24.4532
H 25.1977 10.1360 25.0994
H 23.9963 10.8924 22.4552
H 25.6046 10.5115 22.8169
H 25.0505 13.1191 22.4612
H 26.0562 12.7778 23.8972
H 22.5559 12.4581 23.1472
H 23.0273 13.9832 22.6995
H 21.9500 15.0275 24.7939
H 21.2137 13.5491 25.0788
H 19.6938 13.7004 23.2197
H 20.7902 14.5972 22.1881
H 19.8328 15.3913 23.4359
C 9.6803 19.3025 31.1498
C 10.2515 17.8880 31.2863
C 10.6072 17.3053 29.9393
C 12.0099 16.6643 29.9515
N 12.4472 16.1280 28.5629
C 11.3474 15.1253 28.0774
C 12.0940 14.0536 27.3127
C 13.3109 13.8224 28.1024
C 13.6603 15.2700 28.5704
C 12.6115 17.2266 27.4540
C 13.6631 18.2522 27.7601
C 14.0937 19.0884 26.5389
H 8.9798 19.4726 30.3322
H 10.5203 19.9891 31.0447
H 9.1746 19.5371 32.0864
H 9.4640 17.3184 31.7798
H 11.1178 17.9239 31.9468
H 10.7047 18.0663 29.1650
H 9.7878 16.7179 29.5249
H 12.2196 15.8795 30.6783
H 12.7975 17.3073 30.3443
H 10.5741 15.5864 27.4629
H 10.8863 14.7154 28.9760
H 12.2590 14.5286 26.3456
H 11.4941 13.1477 27.2255
H 14.0685 13.4496 27.4130
H 13.2244 13.2057 28.9970
H 14.4558 15.7073 27.9670
H 14.1889 15.3884 29.5162
H 11.6083 17.6505 27.4094
H 12.7132 16.8851 26.4239
H 14.5113 17.7932 28.2680
H 13.2820 18.9863 28.4700
H 14.3019 18.4765 25.6613
H 15.0399 19.5923 26.7359
H 13.4815 19.9443 26.2545
As 23.6317 22.5365 23.4894
F 22.3113 23.4031 24.2964
F 23.3634 21.1343 24.6633
F 25.0027 21.7140 22.6267
F 23.8440 23.9755 22.4873
F 24.8556 23.1688 24.6704
F 22.3952 21.8072 22.3655
As 23.0368 13.1812 19.1689
F 24.2138 14.1335 20.1415
F 22.2139 14.7013 18.7287
F 21.9599 12.1668 18.1661
F 23.9158 11.6461 19.7171
F 21.9698 12.9553 20.5962
F 24.1108 13.2523 17.7087
As 15.5036 18.6022 19.5141
F 17.0114 19.0954 18.6184
F 15.4941 17.1349 18.5408
F 13.9740 18.0171 20.3932
F 15.6028 20.0656 20.4889
F 14.4789 19.4370 18.3233
F 16.4849 17.6883 20.6856
As 17.2109 14.4534 25.8942
F 16.6783 12.7431 25.7892
F 15.5002 14.9930 25.8725
F 17.6991 16.1979 26.0828
F 18.9261 13.8523 26.0267
F 17.2951 14.5523 24.1360
F 17.1657 14.3937 27.7215
```

For the max |F|, the calculation gives 3.537 eV/A. Its net charge is +5. Its energy is -415284.9140 eV. Its LUMO energy is -0.312 hartree. For the HOMO energy, the calculation gives -17.52 eV. The HOMO-LUMO gap is 9.0 eV.

Results of the Löwdin charge analysis, in e, for atoms 1 through 5: -0.089 -0.229 -0.193 -0.064 -0.227

***

Record 4
Below is a 2-piece molecular cluster, C14H16O overall in a non-equilibrium geometry, with properties calculated with wB97M-V/def2-TZVPD.

The geometry in XYZ format:
```
31
Properties=species:S:1:pos:R:3
C -2.1609 -3.9776 0.0963
C -1.0333 -3.2321 -0.4665
C -0.4088 -3.7891 -1.5516
C 0.9144 -3.4823 -2.0264
C 1.4802 -2.4168 -1.2688
O 2.7895 -2.1309 -1.3521
C 0.8906 -1.7557 -0.1168
C -0.3461 -2.2406 0.3098
H -2.1411 -5.0429 -0.2262
H -3.1824 -3.5354 -0.1122
H -1.8002 -3.9526 1.0664
H -0.9515 -4.5279 -2.1989
H 1.3059 -3.8113 -2.9949
H 3.2371 -1.7958 -2.2439
H 1.2807 -0.8534 0.3845
H -0.6833 -1.8824 1.2569
C 1.8092 3.8757 -0.4369
C 0.7742 3.3181 0.5222
C -0.1670 4.4364 0.8863
C -1.4169 4.0055 1.4182
C -1.7031 2.6888 1.7183
C -0.7271 1.7111 1.4934
C 0.5633 2.0248 1.0373
H 2.1208 4.8428 0.0837
H 1.3858 3.9414 -1.3136
H 2.7438 3.1669 -0.8025
H 0.1061 5.4114 0.9651
H -2.2608 4.7690 1.3732
H -2.7214 2.3688 2.0694
H -0.9018 0.6116 1.5626
H 1.2041 1.2540 0.8676
```

For the max |F|, the calculation gives 7.257 eV/A. Its energy is -16821.2637 eV. Its LUMO energy is 0.024 hartree. For the HOMO energy, the calculation gives -8.32 eV. The HOMO-LUMO gap is 9.0 eV.

Results of the natural (NBO) charge analysis, in e, for atoms 1 through 5: -0.626 -0.060 -0.179 -0.283 0.303